The following is a quantum chemistry calculation of one molecule with the formula C3H4N2O2, from OMol25.

## Properties
SMILES = [H]/N=C/C(=C)[N+](=O)[O-]
net charge = 0
DFT total energy = -376.51454 a.u.
frontier orbital gap = 0.3563 Eh
energy above the lowest of the compared OMol25 structures with the same formula, charge and spin = 6.7825 eV
multiplicity = 1
E_HOMO = -0.3702 Ha

The geometry in XYZ format:
```
11
Properties=species:S:1:pos:R:3:forces:R:3:nbo_charge:R:1
H 2.4002 -1.0370 -1.5470 0.5 -0.2 -1.2 0.36
N 1.8780 -0.4588 -0.9280 1.4 -0.5 0.8 -0.60
C 0.6661 -0.5954 -0.9958 -4.8 3.6 2.6 0.17
C -0.2574 0.2560 0.2364 2.5 -1.9 -3.1 0.01
C -0.5792 1.5204 0.2301 -1.2 -0.6 2.7 -0.35
N -0.7521 -0.7350 1.1627 -0.3 1.4 -1.5 0.51
O -0.4630 -1.8563 0.8406 0.0 -1.7 0.6 -0.37
O -1.4517 -0.3574 2.0546 -0.6 -0.3 1.5 -0.36
H -0.1694 -0.8358 -1.6931 1.4 -1.0 -0.1 0.19
H -1.2299 1.9513 1.0128 0.4 -0.3 -0.6 0.23
H -0.0416 2.1479 -0.3734 0.8 1.6 -1.8 0.22
```
Forces are in eV/Å.


The following is a quantum chemistry calculation of a 2-piece molecular cluster, C2H10OSi2 overall, from OMol25.

## Properties
net charge = 0
DFT total energy = -736.31862 a.u.
frontier orbital gap (spin up / spin down) = 0.2559 / 0.2546 Eh
energy above the lowest of the compared OMol25 structures with the same formula, charge and spin = 2.5098 eV
multiplicity = 1
E_HOMO (spin up / spin down) = -0.2697 / -0.2689 Ha

The geometry in XYZ format:
```
15
Properties=species:S:1:pos:R:3:forces:R:3:nbo_charge:R:1
C -2.5089 1.1622 -0.1374 0.0 0.8 0.2 -0.23
C 2.5879 0.7508 0.0488 -0.1 -0.3 -0.1 -1.10
O -2.4293 -0.1853 -0.4503 -0.1 -0.4 -0.4 -0.90
Si 2.0760 -1.0509 -0.2468 -1.8 0.6 0.4 0.71
Si -1.5507 -1.3696 0.2367 1.9 0.4 -0.6 1.08
H -2.8766 1.3102 0.8833 0.0 0.1 0.0 0.17
H -3.2042 1.6334 -0.8363 0.1 0.0 0.1 0.19
H -1.5308 1.6442 -0.2244 0.0 0.1 0.0 0.17
H 2.2157 1.1201 0.9992 -0.1 0.0 0.1 0.24
H 3.6729 0.8527 0.0578 0.1 -0.1 0.0 0.24
H 2.2076 1.4009 -0.7370 -0.1 0.0 -0.1 0.24
H 2.6561 -1.9268 0.7732 0.1 -0.2 0.2 -0.18
H 2.4838 -1.4790 -1.5855 0.0 -0.2 -0.3 -0.18
H -1.6876 -1.3628 1.6925 -0.1 -0.1 0.4 -0.22
H -2.1119 -2.5001 -0.4739 0.1 -0.7 0.0 -0.20
```
Forces are in eV/Å.


The following is a quantum chemistry calculation of C8H24Cl2CoNOP2 as an isolated structure, from OMol25.

## Properties
net charge = +2
DFT total energy = -3434.36221 a.u.
frontier orbital gap (spin up / spin down) = 0.2632 / 0.2467 Eh
energy above the lowest of the compared OMol25 structures with the same formula, charge and spin = 3.3533 eV
multiplicity = 5
E_HOMO (spin up / spin down) = -0.6012 / -0.6288 Ha

The geometry in XYZ format:
```
39
Properties=species:S:1:pos:R:3:forces:R:3:nbo_charge:R:1
C -2.1691 -2.1945 -1.6930 -1.4 -1.2 -1.1 -0.82
C -1.4951 -1.0321 -1.1413 -1.4 4.4 -0.5 0.63
H -3.1210 -2.0552 -2.2918 1.0 0.7 0.8 0.32
H -2.4203 -2.8878 -0.8883 0.2 0.0 0.2 0.31
H -1.5026 -2.7601 -2.3571 0.3 0.2 0.3 0.32
O -1.5995 0.1863 -1.1119 -0.1 -4.6 -0.2 -0.44
Cl 0.4142 -3.1753 0.0884 -0.3 -1.3 -0.3 -0.30
Co 0.0824 -1.1932 -0.0404 1.4 2.2 1.0 0.95
P -0.9163 -0.0359 1.8138 -1.8 -0.4 0.6 0.93
C -1.4122 1.7199 1.6703 0.2 0.0 -0.2 -0.94
C -2.5806 -0.8605 1.9095 1.2 0.3 -0.1 -0.92
H -3.0815 -0.4311 2.7721 -0.3 -0.1 0.0 0.26
H -1.1131 -0.6078 4.1558 0.5 0.2 -0.3 0.28
H -2.4027 -1.9241 2.0366 -0.2 -0.2 0.1 0.25
H 0.5214 -1.0216 3.4760 -0.4 0.3 0.3 0.27
H -1.6197 1.9497 0.6151 0.0 0.1 0.4 0.26
H -3.1196 -0.6617 0.9902 -0.3 0.0 0.0 0.24
C -0.2828 -0.2664 3.5075 0.4 -0.1 0.0 -0.96
H -2.3275 1.8854 2.2695 0.5 -0.1 -0.3 0.28
H 0.1185 0.6866 3.8934 -0.1 -0.5 -0.1 0.26
H -0.6064 2.3674 2.0413 -0.4 -0.1 -0.2 0.24
P 1.2836 0.2599 -1.5485 -0.2 0.1 -1.5 0.94
C 0.8165 2.0294 -1.7225 -0.1 -0.3 0.3 -0.93
C 3.0974 0.2048 -1.6483 0.2 -0.2 0.3 -0.96
H 0.9444 -1.4464 -3.2204 0.0 0.1 -0.3 0.25
H 1.2731 0.1661 -3.9571 -0.1 -0.2 -0.1 0.27
H -0.3512 -0.2047 -3.2849 0.4 0.0 -0.2 0.24
C 0.7285 -0.3755 -3.1817 0.0 0.0 0.5 -0.95
H 3.4570 -0.6146 -1.0024 0.1 0.4 -0.4 0.27
H 3.3923 0.0301 -2.6994 -0.1 0.1 0.6 0.28
H 1.0748 2.3579 -2.7420 0.0 -0.1 0.4 0.28
H 1.3612 2.6290 -0.9884 -0.2 0.1 -0.3 0.24
H 3.5211 1.1626 -1.2995 -0.1 -0.4 -0.2 0.26
H -0.2632 2.1278 -1.5658 0.3 0.2 -0.1 0.26
Cl 2.5177 -1.3288 1.5965 0.2 -0.6 0.0 -0.02
N 1.7461 1.1315 1.2534 0.6 2.2 -0.5 -1.05
H 2.1954 1.8585 0.6026 -0.8 -1.5 1.3 0.40
H 2.5296 0.6361 1.6789 0.3 0.9 0.3 0.38
H 1.3093 1.6886 2.0139 0.5 -0.6 -0.6 0.40
```
Forces are in eV/Å.


The following is a quantum chemistry calculation of a 2-piece molecular cluster, C4H12 overall, from OMol25.

## Properties
SMILES = CC.CC
net charge = 0
DFT total energy = -159.51663 a.u.
frontier orbital gap = 0.4431 Eh
energy above the lowest of the compared OMol25 structures with the same formula, charge and spin = 1.8597 eV
multiplicity = 1
E_HOMO = -0.4043 Ha

The geometry in XYZ format:
```
16
Properties=species:S:1:pos:R:3:forces:R:3:nbo_charge:R:1
C 1.7250 -1.8089 -1.4225 2.0 -1.5 -2.8 -0.62
C 0.6316 -2.1949 -0.5494 -3.5 -0.2 -0.9 -0.59
H 1.8359 -2.7344 -2.0442 1.3 0.5 0.6 0.20
H 1.6932 -1.0922 -2.2643 -1.0 0.4 0.9 0.21
H 2.5630 -1.5451 -0.7992 0.8 -0.2 -0.2 0.20
H -0.2166 -2.7240 -1.2438 1.8 1.1 2.3 0.19
H 0.2582 -1.2655 -0.1533 -0.9 0.1 0.6 0.20
H 0.9993 -2.7974 0.2930 -0.4 -0.2 -0.5 0.21
C -1.9287 1.8402 1.1734 1.3 2.5 -3.9 -0.59
C -0.3959 2.1386 1.0000 -5.7 4.8 -0.1 -0.58
H -2.0272 0.8320 0.9504 -0.8 -1.9 -0.5 0.20
H -2.4112 2.0586 2.0430 -0.7 0.6 2.8 0.20
H -2.4951 2.4957 0.3788 0.9 -1.5 1.3 0.19
H 0.1483 1.3793 1.1649 4.1 -5.5 1.8 0.19
H -0.0976 3.0406 1.4702 0.5 0.6 1.0 0.20
H -0.2823 2.3774 0.0028 0.3 0.3 -2.4 0.20
```
Forces are in eV/Å.